No. 1
C4H5NO as an isolated structure in a non-equilibrium geometry, computed with wB97M-V/def2-TZVPD.

As for the multiplicity: 1. As for the LUMO energy: -0.100 eV. For the strongest force on any atom, the calculation gives 3.250 eV/A. For the energy, the calculation gives -285.2776 Eh.

Each line ends with the Löwdin charge.
Geometry (Å):
C1 -1.37 -0.64 -0.46  -0.032
C2 -0.93 0.50 0.65  -0.061
N1 0.00 0.23 1.50  0.063
C3 1.24 0.33 0.99  -0.124
C4 1.19 0.67 -0.35  -0.204
O1 0.03 0.96 -0.78  -0.085
H1 -1.41 -0.37 -1.54  0.087
H2 -2.33 -0.97 -0.14  0.045
H3 -0.58 -1.41 -0.38  0.084
H4 2.14 0.08 1.55  0.101
H5 2.02 0.63 -1.05  0.126

No. 2
The molecule C5H13NOS in a non-equilibrium geometry, computed with wB97M-V/def2-TZVPD.

As for the multiplicity: 1. As for the LUMO energy: 0.765 eV. For the strongest force on any atom, the calculation gives 4.544 eV/A. For the energy, the calculation gives -726.4149 Eh. As for the SMILES: CN[C@H](CO)CCS.

Each line ends with the Löwdin charge.
Geometry (Å):
C1 -1.23 -1.18 1.62  -0.134
N1 -0.15 -0.79 0.74  -0.127
C2 -0.38 0.17 -0.22  -0.409
C3 -1.07 -0.36 -1.52  -0.232
O1 -2.33 -0.85 -1.15  -0.137
C4 1.01 0.78 -0.64  -0.255
C5 1.62 1.28 0.66  -0.562
S1 3.39 1.62 0.31  0.670
H1 -0.91 -2.00 2.35  0.084
H2 -1.35 -0.33 2.45  0.118
H3 -2.16 -1.62 1.15  0.072
H4 0.51 -1.51 0.45  0.138
H5 -1.07 0.99 0.08  0.162
H6 -1.30 0.43 -2.33  0.140
H7 -0.55 -1.32 -1.89  0.141
H8 -2.46 -1.86 -1.14  0.123
H9 1.59 0.04 -1.26  0.126
H10 0.84 1.57 -1.32  0.091
H11 1.23 2.19 1.03  0.051
H12 1.58 0.53 1.52  0.094
H13 3.21 2.21 -0.87  -0.156

No. 3
C3H3N3O as an isolated structure in a non-equilibrium geometry, computed with wB97M-V/def2-TZVPD.

As for the multiplicity: 1. As for the LUMO energy: 0.426 eV. For the strongest force on any atom, the calculation gives 2.048 eV/A. For the energy, the calculation gives -355.4565 Eh.

Each line ends with the Löwdin charge.
Geometry (Å):
N1 -1.25 1.50 1.53  0.189
C1 -0.41 1.13 0.73  -0.149
N2 -0.45 -2.20 -0.86  0.125
N3 -0.08 -1.29 -1.58  0.062
O1 0.07 -1.53 0.52  -0.102
C2 0.71 -0.66 -0.38  -0.410
C3 0.60 0.76 -0.04  -0.052
H1 -2.17 1.76 1.22  0.092
H2 1.71 -0.96 -0.69  0.136
H3 1.27 1.50 -0.46  0.110